(1)
Density functional theory data (wB97M-V/def2-TZVPD) for C25H34N7O6PRbS3 as an isolated structure.

```
! wB97M-V def2-TZVPD RIJCOSX def2/J DEFGRID3
* xyz -2 2
Rb 0.5446 -0.9210 -0.8097
O -0.3772 -5.7066 -1.8755
C -0.1462 -4.6149 -1.0831
O 0.2324 -3.5619 -1.5800
C -0.3961 -4.8518 0.3166
C -0.7834 -6.1383 0.8757
C -0.9989 -6.2045 2.2155
C -0.8563 -5.0599 3.0441
C -0.4652 -3.8450 2.3922
N -0.2436 -3.7558 1.1126
C -0.3141 -2.5477 3.1520
O -0.2752 -2.7074 4.4922
O -0.2813 -1.4400 2.7085
H -0.1957 -5.3687 -2.7639
H -0.8974 -7.0029 0.2349
H -1.3068 -7.1453 2.6586
H -1.1196 -5.1070 4.0936
H -0.1867 -3.6547 4.6678
C -4.1679 1.5599 -3.6044
C -3.1753 0.6824 -2.9040
N -2.4899 -0.2223 -3.5126
N -2.8718 -0.4803 -4.7824
C -1.9991 -0.7758 -5.7070
N -2.5682 -1.4756 -6.7770
S -0.3268 -0.3420 -5.8132
C -3.1174 0.7522 -1.4074
C -3.7981 1.7761 -0.7439
C -3.9674 1.7156 0.6330
C -3.4537 0.6418 1.3365
C -2.7192 -0.2862 0.6172
N -2.5428 -0.2352 -0.7058
H -4.2703 1.2185 -4.6305
H -3.8314 2.6037 -3.6268
H -5.1518 1.5425 -3.1178
H -3.5763 -1.4247 -6.7822
H -2.1227 -1.2582 -7.6525
H -4.2080 2.6026 -1.3103
H -4.5176 2.4968 1.1451
H -3.5938 0.5290 2.4059
H -2.2416 -1.1265 1.1259
C 7.7887 0.8431 -2.4526
C 6.3297 0.4678 -2.3655
O 5.6760 1.4705 -1.5887
P 4.4116 1.1038 -0.6420
S 4.0180 2.7227 0.4001
S 4.5941 -0.6369 0.2418
O 3.2827 0.8406 -1.7712
C 2.9522 1.8764 -2.7239
C 1.4502 1.8815 -2.8527
H 8.3368 0.1083 -3.0546
H 8.2255 0.8728 -1.4507
H 7.9144 1.8292 -2.9093
H 6.2053 -0.5085 -1.9081
H 5.8786 0.4319 -3.3603
H 3.4496 1.6528 -3.6672
H 3.3059 2.8391 -2.3699
H 1.0591 0.9447 -3.2488
H 1.1214 2.6603 -3.5471
H 0.9999 2.0814 -1.8740
N 0.0717 1.4160 0.7914
C 0.1159 1.5336 1.9448
N 0.1653 1.7177 3.2665
C 0.9282 2.8562 3.7999
C -0.0206 3.9545 4.2479
C -1.0722 3.4023 5.2166
C -1.8180 2.2125 4.5991
C -0.8449 1.1303 4.1539
H 1.6254 3.1944 3.0395
H 1.5130 2.4951 4.6503
H -0.5194 4.3654 3.3629
H 0.5510 4.7641 4.7095
H -1.7762 4.1888 5.4975
H -0.5737 3.0740 6.1391
H -2.3830 2.5527 3.7228
H -2.5327 1.7869 5.3112
H -1.3291 0.3060 3.6385
H -0.3225 0.7065 5.0155
*
```

Computed properties:
HOMO (spin up / spin down)   -0.0227 / -0.0727 Ha
Kohn-Sham gap (spin up / spin down)   4.35 / 5.70 eV

(2)
Density functional theory data (wB97M-V/def2-TZVPD) for C25H34NO5PPtS2 as an isolated structure.

```
! wB97M-V def2-TZVPD RIJCOSX def2/J DEFGRID3
* xyz 0 3
Pt -0.0754 2.0645 -0.4062
S 4.0819 3.6941 -0.4266
C 4.2170 1.9495 -0.4449
C 5.3824 1.2116 -0.4475
C 5.2884 -0.1742 -0.4457
C 4.0411 -0.7949 -0.4434
C 2.8730 -0.0656 -0.4442
C 2.9368 1.3375 -0.4387
N 1.9071 2.2159 -0.4107
C 2.3426 3.5297 -0.4215
C 1.3865 4.5366 -0.4439
C 1.6465 5.9260 -0.4480
C 0.5946 6.8038 -0.4394
C -0.7277 6.3419 -0.4432
C -0.9951 4.9760 -0.4459
C 0.0277 4.0438 -0.4449
H 6.3409 1.7069 -0.4469
H 6.1892 -0.7712 -0.4448
H 3.9867 -1.8756 -0.4429
H 1.9105 -0.5496 -0.4338
H 2.6725 6.2644 -0.4488
H 0.7854 7.8665 -0.4292
H -1.5411 7.0521 -0.4463
H -2.0298 4.6570 -0.4700
O -2.1761 2.0010 -0.4504
S -2.9305 2.4787 0.7648
C -4.4334 1.4073 0.8032
C -4.4389 0.7223 2.1573
C -2.9834 0.3485 2.4114
C -2.1873 1.6252 2.2125
H -4.2987 0.6877 -0.0019
H -5.3070 2.0292 0.6178
H -5.0807 -0.1581 2.1404
H -4.8065 1.4039 2.9293
H -2.6675 -0.3906 1.6706
H -2.8267 -0.0650 3.4071
H -1.1338 1.4487 1.9742
H -2.2649 2.3070 3.0604
C 0.2670 -2.9242 3.3346
C 0.1459 -3.1497 1.8222
C 1.4199 -3.8063 1.2850
C -1.0742 -3.9995 1.4852
O 0.0333 -1.8455 1.2629
P -0.6808 -1.4224 -0.1092
O -2.1569 -1.5655 -0.1182
O -0.1351 -0.0185 -0.2777
O 0.0869 -2.3876 -1.1587
C -0.3077 -2.5210 -2.5207
C 0.9060 -3.1242 -3.2378
C -1.5113 -3.4608 -2.6144
C -0.6541 -1.1604 -3.1215
H 0.3774 -3.8681 3.8616
H -0.6164 -2.4077 3.7021
H 1.1367 -2.3030 3.5341
H 1.5757 -4.7730 1.7575
H 2.2728 -3.1652 1.4919
H 1.3410 -3.9327 0.2094
H -1.0080 -4.9746 1.9618
H -1.1378 -4.1285 0.4092
H -1.9803 -3.4982 1.8122
H 1.1673 -4.0807 -2.7913
H 1.7578 -2.4554 -3.1442
H 0.6880 -3.2749 -4.2914
H -1.2719 -4.4292 -2.1777
H -1.7889 -3.5965 -3.6571
H -2.3430 -3.0309 -2.0636
H 0.1916 -0.4815 -3.0225
H -1.5020 -0.7385 -2.5876
H -0.9066 -1.2656 -4.1744
*
```

Computed properties:
HOMO (spin up / spin down)   -0.2057 / -0.3061 Ha
Kohn-Sham gap (spin up / spin down)   5.99 / 5.37 eV

(3)
Density functional theory data (wB97M-V/def2-TZVPD) for C25H35AsBr4F6NO2PPdSb as an isolated structure.

```
! wB97M-V def2-TZVPD RIJCOSX def2/J DEFGRID3
* xyz 2 2
Pd 0.4146 0.3179 -0.6677
Br 6.7467 4.0145 -0.8735
C 4.9764 3.5577 -0.6419
C 4.0711 4.5606 0.0478
Br 4.8196 6.1465 0.6380
C 2.7604 4.3210 0.2316
Br 1.5642 5.4800 1.0577
C 2.1846 3.0615 -0.2522
O 1.0194 2.7660 -0.2014
C 3.1399 2.0089 -0.8906
O 2.6581 0.9327 -1.2085
C 4.5315 2.3574 -1.0783
Br 5.5940 1.0619 -1.9080
C -0.6334 -2.4146 -5.2821
C -1.4326 -1.7608 -4.1466
C -2.0932 -2.8158 -3.2441
C -2.4832 -0.7825 -4.6937
C -0.5061 -0.9821 -3.3042
N 0.1711 -0.3361 -2.6388
H -1.3128 -3.0355 -5.8649
H 0.1613 -3.0564 -4.8985
H -0.1966 -1.6679 -5.9446
H -2.7204 -3.4462 -3.8737
H -2.7080 -2.3513 -2.4743
H -1.3512 -3.4534 -2.7604
H -3.2218 -1.3590 -5.2501
H -2.0358 -0.0517 -5.3666
H -2.9901 -0.2600 -3.8830
C 2.5634 -0.5711 2.0450
C 3.1148 -1.2405 0.7912
As 1.8168 -1.6421 -0.5863
C 1.1261 -3.4035 -0.2170
C 0.5468 -3.7368 1.1445
C 2.7098 -1.8168 -2.2908
C 4.0096 -2.6069 -2.1153
H 3.3799 -0.4234 2.7512
H 1.7946 -1.1702 2.5315
H 2.1145 0.3973 1.8291
H 3.5345 -2.2264 1.0135
H 3.8871 -0.6438 0.3093
H 2.0700 -3.9435 -0.3752
H 0.4606 -3.6505 -1.0443
H 1.2837 -3.6062 1.9374
H 0.2602 -4.7886 1.1371
H -0.3231 -3.1417 1.3802
H 2.8874 -0.8214 -2.6784
H 2.0099 -2.3234 -2.9532
H 4.7122 -2.1011 -1.4544
H 4.4860 -2.6979 -3.0917
H 3.8470 -3.6179 -1.7427
F -0.1972 0.5448 1.2858
Sb -2.2115 -0.4979 0.9636
F -3.3577 -1.1587 -0.3806
F -1.3004 -1.5500 2.2346
F -0.9106 -1.4802 -0.1898
F -3.6974 -0.9869 2.0923
F -1.7435 0.8060 -0.7143
C -4.7508 1.7260 1.2377
P -3.0215 1.7324 1.7231
C -2.1599 3.1107 0.9755
C -2.8256 1.7610 3.4906
C -1.6775 2.3359 4.0392
C -1.5100 2.3421 5.4133
C -2.4778 1.7748 6.2315
C -3.6140 1.1948 5.6843
C -3.7925 1.1802 4.3113
H -5.1770 0.7443 1.4316
H -4.8084 1.9480 0.1722
H -5.2892 2.4876 1.8037
H -2.3969 4.0122 1.5431
H -2.4920 3.2086 -0.0553
H -1.0897 2.9236 0.9903
H -0.9186 2.7723 3.4016
H -0.6284 2.7930 5.8481
H -2.3436 1.7820 7.3050
H -4.3612 0.7508 6.3274
H -4.6666 0.7055 3.8862
*
```

Computed properties:
HOMO (spin up / spin down)   -0.5160 / -0.5159 Ha
Relative energy (zero: lowest compared OMol25 entry of this formula, charge and spin)   0.00 kcal per mole
Kohn-Sham gap (spin up / spin down)   6.06 / 6.12 eV

(4)
Density functional theory data (wB97M-V/def2-TZVPD) for C25H35BF6N10O3SbSiTi as an isolated structure.

```
! wB97M-V def2-TZVPD RIJCOSX def2/J DEFGRID3
* xyz -1 1
Ti 0.3121 0.4176 0.1071
N 1.7300 0.8348 1.7135
C 1.6447 2.2526 2.1148
C 0.1618 2.5651 2.2018
O -0.2888 3.3025 3.0666
N -0.5522 1.8671 1.2813
C -1.9010 1.4946 1.6969
C -1.9185 -0.0036 1.9439
O -3.4660 -2.5154 1.7288
O -0.9055 -0.4803 1.3442
H 1.3982 0.2491 2.4830
H 2.6870 0.5385 1.5446
H 2.1124 2.8616 1.3439
H 2.1184 2.4389 3.0763
H -2.6345 1.6006 0.8845
H -2.2455 2.0839 2.5443
C -1.4531 3.6294 -0.7323
C -1.4760 2.4800 -1.6867
C -1.9119 2.6126 -3.0011
C -1.6653 1.3974 -3.5938
N -1.1206 0.5784 -2.6891
N -1.0361 1.2197 -1.4803
B -0.7426 -0.9165 -2.9963
N 0.7392 -1.1795 -2.5865
C 1.6058 -1.9317 -3.2759
C 2.8438 -1.8326 -2.6848
C 2.6589 -0.9797 -1.5964
C 3.7363 -0.4652 -0.7056
N 1.3670 -0.6299 -1.5154
N -1.6490 -1.8489 -2.2306
C -2.6318 -2.7245 -2.5436
C -3.0318 -3.3206 -1.3742
C -2.2478 -2.7257 -0.3660
C -2.3124 -3.0535 1.0964
N -1.4098 -1.8439 -0.8998
N -0.7706 -1.0549 -4.5281
C 0.1052 -0.4512 -5.3660
C -0.3199 -0.6637 -6.6535
C -1.5000 -1.4240 -6.5109
C -2.3935 -1.9628 -7.5836
N -1.7631 -1.6477 -5.2344
H -1.7798 4.5138 -1.2803
H -0.4514 3.8030 -0.3494
H -2.1180 3.4945 0.1168
H -2.3295 3.4957 -3.4539
H -1.8597 1.0648 -4.5987
H 1.2877 -2.4689 -4.1531
H 3.7652 -2.2950 -2.9953
H 4.7006 -0.6632 -1.1729
H 3.7389 -0.9509 0.2637
H 3.6378 0.6141 -0.5781
H -2.9413 -2.8551 -3.5624
H -3.7925 -4.0727 -1.2434
H -2.3906 -4.1389 1.1898
H -3.2622 -1.5909 1.9509
H -1.3948 -2.7456 1.5900
H 0.9545 0.0930 -4.9826
H 0.1465 -0.3254 -7.5643
H -2.0929 -1.5837 -8.5602
H -3.4303 -1.6745 -7.4081
H -2.3542 -3.0527 -7.6166
C 4.0451 4.9934 -1.9066
Si 3.1609 3.5509 -2.7014
C 4.4071 2.3146 -3.3453
C 2.0863 4.1649 -4.1040
C 2.1072 2.7001 -1.4853
C 1.4396 1.9919 -0.7481
H 4.6768 5.5113 -2.6335
H 4.6786 4.6569 -1.0826
H 3.3276 5.7124 -1.5042
H 5.0647 2.7639 -4.0947
H 3.8970 1.4614 -3.8003
H 5.0284 1.9308 -2.5322
H 2.6509 4.7995 -4.7928
H 1.2438 4.7416 -3.7148
H 1.6743 3.3256 -4.6700
F 1.4756 -1.7443 1.0383
Sb 2.1282 -2.6727 2.6075
F 3.3019 -3.6247 1.4899
F 0.7966 -3.9740 2.4184
F 0.9710 -1.5660 3.6281
F 2.8035 -3.4908 4.1548
F 3.4237 -1.2831 2.7515
*
```

Computed properties:
HOMO (spin up / spin down)   -0.2007 / -0.2008 Ha
Relative energy (zero: lowest compared OMol25 entry of this formula, charge and spin)   101.13 kcal per mole
Kohn-Sham gap (spin up / spin down)   6.90 / 6.90 eV